The following is a quantum chemistry calculation of a 3-piece molecular cluster, C52H82BrF2N4O6P overall in a non-equilibrium geometry, from OMol25.

Last column: Mulliken spin population.
CARTESIAN COORDINATES (ANGSTROEM)
Br 0.586 -1.271 4.566  0.000
P 0.027 -0.091 1.496  0.003
F 0.950 -7.348 2.413  0.000
F 0.806 -0.241 -4.267  0.000
O 1.883 -4.803 -2.579  0.000
O -1.405 -0.124 2.293  0.000
O 0.385 3.747 0.424  0.566
O 0.979 0.970 2.293  0.000
O 1.423 -6.966 -2.881  0.000
O 3.119 7.834 -3.647  0.549
N 1.974 -4.533 -0.315  0.000
N 0.567 4.913 -0.105  0.344
N 4.151 8.329 -4.253  0.376
N 0.847 -1.959 -0.597  0.000
C -0.152 4.970 -1.416  0.032
C 1.667 -4.022 -1.456  0.000
C 1.986 -4.295 2.061  0.000
C 3.802 9.679 -4.792  0.018
C 0.420 -0.758 -3.025  0.000
C 5.345 9.332 -2.287  0.019
C -2.567 -5.975 5.413  0.000
C 6.659 8.297 -4.139  0.011
C 1.075 -2.298 3.031  0.000
C 0.807 -1.756 1.795  0.001
C 2.649 -5.654 2.166  0.000
C -1.261 -5.156 -3.314  0.000
C -0.335 -4.722 5.610  0.000
C -5.238 -8.087 1.082  0.000
C -1.260 6.188 1.048  0.017
C -6.079 -5.685 0.633  0.000
C -3.444 -8.747 2.829  0.000
C 0.828 5.587 2.271  -0.013
C -4.986 -6.740 0.391  0.000
C -1.210 -5.858 6.144  0.000
C 1.917 -4.092 4.594  0.000
C 0.840 -2.213 -2.998  0.000
C 0.916 7.310 0.554  0.025
C 0.247 5.966 0.913  0.028
C -2.310 -5.494 -0.776  0.000
C 5.365 6.866 -2.656  -0.008
C 0.483 6.037 -2.340  0.023
C -0.007 3.658 -2.181  -0.021
C 2.393 9.689 -5.377  -0.004
C -6.043 -3.248 1.505  0.000
C -1.951 6.403 -0.296  -0.019
C -2.832 -7.368 4.825  0.000
C -2.589 -4.859 -3.056  0.000
C -5.739 -4.736 1.803  0.000
C 3.863 10.756 -3.704  0.021
C 1.695 -3.764 0.788  0.000
C 1.118 -2.501 0.636  0.000
C 1.124 -2.721 -1.612  0.000
C 0.919 -5.232 4.889  0.000
C -0.428 -5.618 -2.297  0.000
C 1.912 -6.832 1.553  0.000
C -4.769 -2.383 1.435  0.000
C 4.722 10.048 -5.982  0.006
C 1.680 -3.574 3.200  0.000
C -0.977 -5.800 -1.031  0.000
C 1.011 -5.902 -2.598  0.000
C 5.339 8.227 -3.344  0.027
C -3.891 -8.805 1.366  0.000
C -3.460 -7.344 3.434  0.000
C -1.649 5.234 -1.227  0.017
C 5.147 10.723 -2.881  -0.021
C -3.129 -5.004 -1.784  0.000
H 5.701 9.581 -5.951  -0.009
H 6.622 7.648 -5.016  -0.008
H -0.263 6.477 -3.003  0.000
H 0.572 -5.669 3.959  0.000
H -0.700 -6.816 6.060  0.000
H -3.231 -4.506 -3.850  0.000
H -3.136 -8.305 0.759  0.000
H 1.623 9.583 -4.614  0.004
H -0.389 -6.152 -0.200  0.000
H 3.589 -5.589 1.616  0.000
H 7.486 7.958 -3.516  0.000
H -2.108 5.406 -2.202  0.003
H 1.041 3.373 -2.280  -0.004
H -0.419 3.784 -3.183  0.000
H 4.552 9.145 -1.555  0.006
H -5.768 -7.950 2.022  0.000
H 0.915 -0.159 -2.272  0.000
H -3.931 -9.836 1.025  0.000
H -6.620 -2.877 2.348  0.000
H 6.003 11.014 -3.497  -0.001
H -0.883 -4.083 4.921  0.000
H -1.380 -5.704 7.206  0.000
H -4.697 -4.811 2.103  0.000
H 1.898 5.386 2.198  0.001
H -2.410 -9.092 2.850  0.000
H -6.629 -3.133 0.599  0.000
H 0.344 4.711 2.700  0.003
H 0.685 6.409 2.971  0.000
H 3.741 11.738 -4.164  0.003
H 1.070 1.747 1.724  0.000
H -2.653 -5.185 4.669  0.000
H 6.287 9.295 -1.736  0.000
H 1.369 -6.020 5.490  0.000
H -0.841 -5.042 -4.303  0.000
H -1.639 7.346 -0.753  0.000
H 6.289 6.763 -2.088  0.000
H -3.878 -2.983 1.269  0.000
H 2.263 8.888 -6.106  -0.001
H 1.474 -6.625 0.589  0.000
H -1.471 -0.839 2.940  0.000
H 1.260 5.600 -2.966  -0.004
H 1.960 7.165 0.272  -0.013
H 5.325 6.056 -3.387  0.000
H 5.083 11.458 -2.076  0.001
H -2.857 -6.698 2.794  0.000
H -3.544 -7.870 5.481  0.000
H 1.800 -3.322 5.339  0.000
H -7.046 -6.140 0.833  0.000
H -5.829 -8.748 0.452  0.000
H 3.014 10.631 -3.024  0.005
H -4.065 -6.344 0.812  0.000
H -4.489 -6.997 3.467  0.000
H 0.011 -4.103 6.438  0.000
H -0.541 2.835 -1.706  0.007
H 2.908 -4.534 4.647  0.000
H -4.860 -1.627 0.660  0.000
H 2.635 -7.632 1.402  0.000
H 0.151 -2.858 -3.533  0.000
H 4.878 11.126 -6.036  -0.001
H -1.715 5.325 1.544  0.004
H -3.030 6.478 -0.142  0.002
H -2.127 4.336 -0.821  0.004
H 2.912 -5.917 3.180  0.000
H -2.692 -5.623 0.225  0.000
H -0.660 -0.664 -2.977  0.000
H -3.345 -5.783 6.149  0.000
H -1.438 7.047 1.698  0.001
H 0.969 6.854 -1.819  -0.005
H 6.922 9.304 -4.460  0.000
H -1.939 -7.988 4.800  0.000
H 1.789 -2.272 -3.536  0.000
H -4.623 -1.843 2.366  0.000
H 2.226 10.640 -5.885  0.001
H -6.342 -5.030 2.661  0.000
H 0.410 7.849 -0.244  0.001
H 4.540 6.737 -1.958  0.005
H 4.280 9.730 -6.926  -0.002
H 0.899 7.973 1.419  0.000
H -6.176 -5.093 -0.276  0.000
H -4.843 -6.916 -0.673  0.000
H -4.053 -9.444 3.405  0.000
H -4.154 -4.748 -1.569  0.000

The value obtained for the highest occupied orbital energy is -8.03 eV. As for the spin multiplicity: 3. For the electronic energy, the calculation gives -158263.538 eV. For the HOMO-LUMO gap, the calculation gives 7.4860 eV.